No. 1
C4H10N3 as an isolated structure at a distorted geometry, computed with ωB97M-V with the def2-TZVPD basis set.

- Total charge: +1
- 2S+1: 1
- Frontier orbital gap: 0.4147 Ha
- HOMO energy: -14.40 eV

Each line ends with the Löwdin charge.
Geometry (Å):
1 C -0.284 -0.197 1.438  -0.0988
2 C 0.917 1.128 -0.261  -0.1003
3 C 0.807 -0.276 0.355  -0.2727
4 C -1.199 0.238 -0.656  -0.1978
5 N -1.493 0.007 0.647  0.0417
6 N -0.366 1.266 -0.942  0.0423
7 N 0.176 -1.065 -0.711  0.1135
8 H -0.356 -1.111 2.029  0.1348
9 H -0.113 0.640 2.117  0.1326
10 H 1.052 1.894 0.503  0.1327
11 H 1.739 1.203 -0.975  0.1350
12 H 1.755 -0.670 0.719  0.1620
13 H -2.003 0.060 -1.364  0.1713
14 H -2.273 -0.603 0.845  0.1501
15 H -0.347 1.610 -1.890  0.1510
16 H 0.727 -1.108 -1.566  0.1515
17 H -0.082 -2.005 -0.419  0.1511

No. 2
C4H10N3 as an isolated structure at a distorted geometry, computed with ωB97M-V with the def2-TZVPD basis set.

- Total charge: +1
- 2S+1: 3
- Frontier orbital gap (alpha / beta): 0.2512 / 0.2327 Ha
- HOMO energy (alpha / beta): -10.58 / -15.64 eV

Each line ends with the Löwdin charge.
Geometry (Å):
1 C 1.820 -0.677 0.035  -0.1855
2 C -1.025 -1.659 0.098  -0.1416
3 C 0.372 0.901 1.098  -0.0267
4 C -0.546 -0.534 -0.793  -0.2019
5 N 2.403 -1.655 0.136  0.2806
6 N 1.460 1.307 -0.997  0.3108
7 N 0.898 0.401 -0.084  -0.2782
8 H -0.126 -2.310 0.489  0.1018
9 H -1.540 -1.164 0.975  0.0806
10 H -1.780 -2.321 -0.418  0.1028
11 H -0.357 1.683 0.768  0.1365
12 H -0.115 0.154 1.726  0.1254
13 H 1.088 1.550 1.639  0.1397
14 H -1.342 0.307 -0.747  0.1091
15 H -0.429 -0.640 -1.919  0.0985
16 H 1.462 1.177 -2.015  0.1816
17 H 1.324 2.274 -0.679  0.1664

For reference, DFT total energy by record: -322.427070; -322.077144 a.u..